{"formula": "C42H32BrCl3CrN8O8SSe", "method": "wB97M-V/def2-TZVPD", "charge": -1, "multiplicity": 2, "total_energy_ha": -10458.5118, "homo_ha": [-0.177, -0.177], "species": ["Cr", "C", "C", "O", "C", "C", "C", "C", "C", "C", "O", "H", "H", "H", "H", "H", "H", "H", "N", "C", "O", "C", "C", "N", "C", "N", "H", "H", "Br", "C", "C", "C", "C", "C", "C", "C", "O", "O", "H", "H", "H", "H", "C", "C", "O", "O", "H", "H", "H", "Cl", "C", "C", "C", "C", "C", "C", "N", "C", "C", "N", "C", "O", "C", "C", "C", "Cl", "S", "C", "C", "C", "Cl", "C", "H", "H", "H", "H", "H", "H", "H", "H", "H", "H", "H", "H", "H", "Se", "N", "C", "C", "C", "C", "N", "C", "N", "H", "H", "H"], "positions_angstrom": [[-1.77763, -0.89846, 0.96543], [-0.59629, 1.15464, 4.51263], [-1.41128, 0.19341, 3.68497], [-1.17411, 0.15716, 2.46976], [-2.38107, -0.65967, 4.31644], [-2.82195, -0.45782, 5.63758], [-3.67567, -1.33888, 6.24749], [-4.12624, -2.46899, 5.54661], [-3.72179, -2.69844, 4.25837], [-2.84408, -1.80282, 3.59513], [-2.44625, -2.08724, 2.40406], [0.23012, 1.51350, 3.90220], [-0.20674, 0.66172, 5.40149], [-1.20252, 2.00830, 4.82160], [-2.49395, 0.42217, 6.17683], [-4.00030, -1.17648, 7.26638], [-4.80415, -3.16529, 6.02447], [-4.05868, -3.55867, 3.69480], [-0.19381, -3.67074, 2.54290], [0.23324, -3.30510, 1.29565], [-0.04287, -2.16343, 0.83765], [1.03941, -4.24828, 0.60428], [1.39854, -4.08121, -0.73800], [1.69933, -4.02156, -1.85226], [1.36761, -5.47922, 1.20370], [1.64717, -6.47408, 1.72470], [-1.02835, -3.18773, 2.83797], [-0.15504, -4.65281, 2.76525], [-2.11685, -2.15859, -6.58917], [-1.33141, -1.94100, -4.86550], [-0.15360, -1.22274, -4.75904], [0.40798, -1.04698, -3.50290], [-0.20401, -1.57168, -2.37288], [-1.38302, -2.29530, -2.50562], [-1.94438, -2.49985, -3.76194], [-2.13367, -2.88806, -1.31959], [-2.57124, -4.02227, -1.39520], [-2.29850, -2.09081, -0.32114], [0.31159, -0.80320, -5.64096], [1.32894, -0.48197, -3.41637], [0.21632, -1.40996, -1.39094], [-2.84927, -3.08547, -3.84100], [-2.13706, 1.56364, -2.64003], [-2.46626, 0.63046, -1.47738], [-3.57329, 0.09606, -1.46419], [-1.53710, 0.51853, -0.57991], [-2.96190, 1.55472, -3.34744], [-1.23236, 1.22335, -3.14197], [-1.98465, 2.57606, -2.26256], [7.59492, -2.89022, -1.84215], [6.67807, -1.42587, -1.76314], [5.29722, -1.47099, -1.84273], [4.57831, -0.28955, -1.77665], [5.21618, 0.94071, -1.66786], [4.43567, 2.23123, -1.68557], [3.87258, 2.57061, -0.28683], [2.95257, 1.62825, 0.32153], [3.23674, 0.70765, 1.30302], [2.04002, 0.14047, 1.64690], [1.02372, 0.68915, 0.90741], [1.60672, 1.54713, 0.10980], [3.44424, 2.13959, -2.69525], [3.09369, 3.35924, -3.32515], [2.01280, 4.12890, -2.61899], [2.17145, 5.30851, -1.95847], [3.62699, 6.20208, -1.77962], [0.70197, 5.88140, -1.25108], [-0.14318, 4.50811, -1.84512], [0.66431, 3.67636, -2.54377], [6.60484, 0.94296, -1.57645], [7.47576, 2.44061, -1.40122], [7.34476, -0.22423, -1.61679], [4.77024, -2.40596, -1.96874], [3.49882, -0.32394, -1.82957], [5.12981, 3.04140, -1.93604], [3.36644, 3.53521, -0.34235], [4.74201, 2.67154, 0.36452], [4.23777, 0.55538, 1.66834], [1.83439, -0.60964, 2.39256], [1.09305, 2.16139, -0.60790], [2.72905, 3.07294, -4.31364], [3.98050, 3.99046, -3.44781], [-1.19494, 4.40390, -1.63642], [0.33446, 2.75033, -2.98918], [8.42247, -0.19687, -1.54646], [-6.56438, -2.01391, 0.72834], [-7.05188, -0.31590, 0.83296], [-5.94399, 0.37892, 1.02523], [-5.85836, 1.77715, 1.16916], [-4.61612, 2.31741, 1.34755], [-3.47066, 1.50178, 1.36162], [-3.49500, 0.19321, 1.25250], [-4.71594, -0.39729, 1.10136], [-4.86590, -1.69961, 0.99681], [-6.74908, 2.38821, 1.12170], [-4.50051, 3.38650, 1.45874], [-2.48151, 1.93636, 1.43251]], "lowdin_spin": [0.972, -0.001, -0.004, 0.000, 0.003, -0.001, 0.004, -0.001, 0.003, -0.001, 0.014, 0.000, 0.000, 0.000, 0.000, 0.000, 0.000, 0.000, 0.000, 0.001, 0.011, 0.000, 0.000, 0.000, 0.000, 0.000, 0.000, 0.000, 0.000, 0.000, 0.000, 0.000, 0.000, 0.000, 0.000, 0.000, -0.001, -0.008, 0.000, 0.000, 0.000, 0.000, -0.001, 0.001, 0.003, 0.003, 0.000, 0.000, 0.000, 0.000, 0.000, 0.000, 0.000, 0.000, 0.000, 0.000, 0.000, 0.000, 0.000, 0.000, 0.000, 0.000, 0.000, 0.000, 0.000, 0.000, 0.000, 0.000, 0.000, 0.000, 0.000, 0.000, 0.000, 0.000, 0.000, 0.000, 0.000, 0.000, 0.000, 0.000, 0.000, 0.000, 0.000, 0.000, 0.000, 0.000, 0.005, 0.000, 0.008, -0.001, 0.009, -0.011, 0.000, -0.004, 0.000, 0.000, 0.000]}